No. 1
The following is a quantum chemistry calculation of a 2-piece molecular cluster, CH6N2 overall, from the Open Molecules 2025 dataset.

Summary:
DFT total energy, eV: -4110.2398
Orbital gap (spin up / spin down), Ha: 0.3087 / 0.3229
ΔE to the lowest compared entry with this formula, charge and spin, kcal/mol: 94.4

The geometry in XYZ format:
```
9
Properties=species:S:1:pos:R:3:lowdin_charge:R:1
C -1.412 -0.040 -0.056 0.03
N 1.466 -0.113 -0.333 -0.10
N 0.639 -0.237 0.780 -0.09
H -1.848 -0.480 0.889 0.03
H -1.312 0.970 -0.263 -0.03
H -1.089 -0.804 -0.764 -0.01
H 1.027 -0.630 -1.076 0.06
H 1.714 0.779 -0.634 0.04
H 0.816 0.556 1.456 0.06
```

=====

No. 2
The following is a quantum chemistry calculation of a 2-piece molecular cluster, CH6N2O2 overall, from the Open Molecules 2025 dataset.

Summary:
DFT total energy, eV: -8210.1759
Structure (SMILES): NC(N)=O.O
Orbital gap, Ha: 0.4059
ΔE to the lowest compared entry with this formula, charge and spin, kcal/mol: 16.1

The geometry in XYZ format:
```
11
Properties=species:S:1:pos:R:3:lowdin_charge:R:1
N -0.788 1.920 0.038 0.13
C -0.445 0.581 -0.056 -0.63
N 0.900 0.333 -0.185 0.15
O -1.230 -0.308 0.268 0.02
H -0.079 2.587 0.265 0.08
H -1.470 1.968 0.803 0.11
H 1.259 -0.609 -0.014 0.09
H 1.355 0.956 -0.784 0.08
O 0.418 -2.681 0.089 -0.10
H -0.154 -2.033 0.492 -0.02
H 0.234 -2.716 -0.916 0.09
```

=====

No. 3
The following is a quantum chemistry calculation of one molecule with the formula CH6N2O2, from the Open Molecules 2025 dataset.

Summary:
DFT total energy, eV: -8203.6490
Structure (SMILES): CNNOO
Orbital gap, Ha: 0.3713
ΔE to the lowest compared entry with this formula, charge and spin, kcal/mol: 166.6

The geometry in XYZ format:
```
11
Properties=species:S:1:pos:R:3:lowdin_charge:R:1
C -1.337 -0.328 -0.063 -0.06
N -0.487 0.904 -0.264 -0.13
N 0.654 1.080 0.405 -0.07
O 1.857 0.250 -0.045 -0.18
O 1.757 -1.164 0.344 -0.10
H -2.327 0.031 -0.157 0.05
H -1.281 -0.923 -0.938 0.06
H -1.299 -0.855 0.878 0.08
H -0.488 1.417 -1.168 0.14
H 0.556 1.064 1.386 0.10
H 2.395 -1.476 -0.377 0.11
```

=====

No. 4
The following is a quantum chemistry calculation of one molecule with the formula CH6N2O2, from the Open Molecules 2025 dataset.

Summary:
DFT total energy, eV: -8207.9900
Structure (SMILES): NNC(O)O
Orbital gap, Ha: 0.3731
ΔE to the lowest compared entry with this formula, charge and spin, kcal/mol: 66.5

The geometry in XYZ format:
```
11
Properties=species:S:1:pos:R:3:lowdin_charge:R:1
N -1.524 -0.594 0.295 -0.06
N -0.768 0.319 -0.353 -0.14
C 0.573 0.557 0.287 -0.43
O 1.394 -0.642 0.189 -0.01
O 1.204 1.548 -0.496 -0.01
H -2.556 -0.477 0.155 0.10
H -1.149 -1.544 0.210 0.08
H -0.523 0.011 -1.343 0.14
H 0.461 0.961 1.367 0.18
H 1.289 -1.203 0.936 0.06
H 1.598 1.065 -1.248 0.10
```

=====

No. 5
The following is a quantum chemistry calculation of a 2-piece molecular cluster, CH6N2O2 overall, from the Open Molecules 2025 dataset.

Summary:
DFT total energy, eV: -8204.8992
Structure (SMILES): C=O.NNO
Orbital gap (spin up / spin down), Ha: 0.3291 / 0.3291
ΔE to the lowest compared entry with this formula, charge and spin, kcal/mol: 137.8

The geometry in XYZ format:
```
11
Properties=species:S:1:pos:R:3:lowdin_charge:R:1
C 1.294 0.589 -0.831 -0.17
O 1.359 0.814 0.403 -0.10
H 2.108 0.034 -1.316 0.10
H 0.744 1.289 -1.476 0.09
N -1.541 0.036 0.612 0.02
N -0.441 -0.809 0.874 -0.21
O 0.036 -1.367 -0.259 -0.13
H -1.619 0.733 1.350 0.09
H -2.387 -0.519 0.565 0.08
H 0.417 -0.162 1.162 0.10
H 0.031 -0.637 -1.083 0.13
```

=====

No. 6
The following is a quantum chemistry calculation of one molecule with the formula CH6N2O2S, from the Open Molecules 2025 dataset.

Summary:
DFT total energy, eV: -19043.5144
Orbital gap, Ha: 0.3622
ΔE to the lowest compared entry with this formula, charge and spin, kcal/mol: 8.8

The geometry in XYZ format:
```
12
Properties=species:S:1:pos:R:3:lowdin_charge:R:1
C -0.204 -0.061 -0.519 -0.53
N -0.723 -1.347 -0.116 -0.02
N -0.742 1.055 0.295 -0.01
O 1.534 -0.928 1.073 -0.50
O 1.868 1.279 -0.074 -0.33
S 1.672 -0.272 -0.215 0.91
H -0.474 0.155 -1.503 0.10
H -1.004 -1.979 -0.826 0.05
H -0.065 -1.756 0.645 0.09
H 0.967 1.620 0.148 0.02
H -1.186 0.836 1.231 0.12
H -1.643 1.398 -0.139 0.11
```

=====

No. 7
The following is a quantum chemistry calculation of one molecule with the formula CH6N2OS2, from the Open Molecules 2025 dataset.

Summary:
DFT total energy, eV: -27830.7855
Orbital gap, Ha: 0.3527
ΔE to the lowest compared entry with this formula, charge and spin, kcal/mol: 60.1

The geometry in XYZ format:
```
12
Properties=species:S:1:pos:R:3:lowdin_charge:R:1
C -1.086 0.307 -0.904 -0.55
N 0.665 0.157 1.436 -0.23
N -0.377 -0.912 -0.660 -0.30
O 1.071 -2.247 0.790 -0.48
S 0.145 1.652 -1.597 0.57
S 1.163 -0.939 0.234 0.79
H 0.374 2.376 -0.481 -0.18
H -1.984 0.239 -1.641 0.10
H -1.333 0.844 0.064 0.06
H 1.526 0.419 1.917 0.03
H 0.047 -0.328 2.237 0.13
H -0.210 -1.569 -1.395 0.06
```

=====

No. 8
The following is a quantum chemistry calculation of a 2-piece molecular cluster, CH6N2S overall, from the Open Molecules 2025 dataset.

Summary:
DFT total energy, eV: -14945.8347
Orbital gap (spin up / spin down), Ha: 0.2566 / 0.2567
ΔE to the lowest compared entry with this formula, charge and spin, kcal/mol: 86.5

The geometry in XYZ format:
```
10
Properties=species:S:1:pos:R:3:lowdin_charge:R:1
C -1.302 -1.022 0.318 -0.20
N 1.256 2.057 -1.108 -0.10
N 0.098 -0.827 0.355 -0.58
S 0.642 0.513 1.044 0.77
H -1.562 -1.803 0.894 0.04
H -1.654 -0.177 0.877 0.04
H -1.800 -1.226 -0.625 0.09
H 1.986 1.384 -1.346 -0.10
H 1.756 2.781 -0.512 -0.05
H 0.581 -1.680 0.103 0.09
```

=====

No. 9
The following is a quantum chemistry calculation of a 2-piece molecular cluster, CH6N2S2 overall, from the Open Molecules 2025 dataset.

Summary:
DFT total energy, eV: -25784.5736
Structure (SMILES): [H]/N=C/N.SS
Orbital gap, Ha: 0.3340
ΔE to the lowest compared entry with this formula, charge and spin, kcal/mol: 7.7

The geometry in XYZ format:
```
11
Properties=species:S:1:pos:R:3:lowdin_charge:R:1
H -1.006 0.159 -2.107 0.04
N -0.895 0.542 -1.173 0.03
C -1.222 -0.343 -0.318 -0.40
N -1.471 0.043 0.967 0.08
H -1.262 -1.418 -0.495 0.12
H -1.104 0.954 1.189 0.09
H -1.589 -0.615 1.712 0.08
S 2.307 1.273 -0.031 0.23
S 2.565 -0.849 -0.027 0.22
H 1.393 1.136 -0.997 -0.26
H 2.284 -0.882 1.280 -0.23
```

=====

No. 10
The following is a quantum chemistry calculation of a 2-piece molecular cluster, CH6N3 overall, from the Open Molecules 2025 dataset.

Summary:
DFT total energy, eV: -5592.2053
Total charge: +1
Orbital gap (spin up / spin down), Ha: 0.3369 / 0.3408
ΔE to the lowest compared entry with this formula, charge and spin, kcal/mol: 155.4

The geometry in XYZ format:
```
10
Properties=species:S:1:pos:R:3:lowdin_charge:R:1
C -0.450 0.495 0.151 0.06
N 0.341 -0.413 0.019 0.00
N -2.707 -0.234 0.176 0.12
N 1.828 -0.205 0.097 0.19
H -0.599 1.541 0.326 0.09
H -2.975 0.223 -0.694 0.00
H -2.544 -1.222 -0.012 0.00
H 2.240 -0.606 -0.762 0.18
H 2.163 -0.756 0.904 0.18
H 2.114 0.785 0.198 0.17
```

=====

No. 11
The following is a quantum chemistry calculation of an isolated ion of composition CH6N3 and charge +1, from the Open Molecules 2025 dataset.

Summary:
DFT total energy, eV: -5596.0895
Total charge: +1
Structure (SMILES): NNC=[NH2+]
Orbital gap, Ha: 0.3857
ΔE to the lowest compared entry with this formula, charge and spin, kcal/mol: 65.8

The geometry in XYZ format:
```
10
Properties=species:S:1:pos:R:3:lowdin_charge:R:1
N 1.968 0.016 0.098 0.10
N 0.523 -0.199 -0.042 -0.01
C -0.618 0.368 0.293 -0.15
N -1.744 -0.166 -0.031 0.18
H 2.339 -0.525 -0.598 0.05
H 2.175 1.076 0.140 0.16
H 0.397 -1.252 -0.218 0.20
H -0.538 1.315 0.834 0.17
H -1.789 -0.969 -0.531 0.08
H -2.714 0.335 0.055 0.21
```

=====

No. 12
The following is a quantum chemistry calculation of an isolated ion of composition CH6N3S and charge +1, from the Open Molecules 2025 dataset.

Summary:
DFT total energy, eV: -16429.9676
Total charge: +1
Orbital gap, Ha: 0.2631
ΔE to the lowest compared entry with this formula, charge and spin, kcal/mol: 68.1

The geometry in XYZ format:
```
11
Properties=species:S:1:pos:R:3:lowdin_charge:R:1
C 0.571 0.111 -0.342 -0.34
N 1.681 -0.178 0.586 -0.01
N -0.520 -0.823 -0.273 -0.29
N -1.979 1.142 0.137 -0.19
S -2.014 -0.352 0.046 1.17
H 0.145 1.149 0.090 0.13
H 0.939 0.179 -1.497 0.18
H 2.596 0.016 0.036 0.13
H -0.305 -1.792 -0.047 0.12
H -2.713 1.704 0.328 0.01
H 1.599 -1.156 0.936 0.08
```

=====

No. 13
The following is a quantum chemistry calculation of an isolated ion of composition CH6N4O and charge +2, from the Open Molecules 2025 dataset.

Summary:
DFT total energy, eV: -9116.7252
Total charge: +2
Structure (SMILES): N[NH2+]NC1=[NH+]O1
Orbital gap, Ha: 0.3545
ΔE to the lowest compared entry with this formula, charge and spin, kcal/mol: 47.3

The geometry in XYZ format:
```
12
Properties=species:S:1:pos:R:3:lowdin_charge:R:1
N -1.534 -0.737 0.066 0.19
N -1.245 0.523 0.141 0.13
N 0.406 0.985 -0.044 0.26
C 1.410 0.202 -0.064 -0.39
N 1.868 -1.034 0.075 0.29
O 2.691 0.223 0.021 0.27
H -1.736 -1.186 -0.830 0.19
H -1.451 -1.352 0.877 0.19
H -1.401 0.959 1.077 0.24
H -1.654 1.117 -0.613 0.24
H 0.555 1.999 -0.034 0.20
H 2.092 -1.700 -0.672 0.19
```

=====

No. 14
The following is a quantum chemistry calculation of a 3-piece molecular cluster, CH6N4O2 overall, from the Open Molecules 2025 dataset.

Summary:
DFT total energy, eV: -11180.0171
Orbital gap, Ha: 0.3212
ΔE to the lowest compared entry with this formula, charge and spin, kcal/mol: 207.4

The geometry in XYZ format:
```
13
Properties=species:S:1:pos:R:3:lowdin_charge:R:1
C -0.085 -0.016 -0.242 -0.41
H 1.394 -2.185 -1.783 0.13
H 2.758 -0.549 -1.849 0.19
H 1.076 -1.173 1.287 0.17
H -0.479 0.319 2.473 0.14
H -1.159 1.277 -1.367 0.17
H -2.764 1.882 0.664 0.28
N 1.685 -1.152 -1.110 -0.15
N 0.506 -0.160 -1.382 -0.06
N 0.318 -0.391 1.138 -0.11
N -1.194 0.816 -0.373 -0.09
O -0.603 -0.571 2.025 -0.06
O -1.453 1.903 0.521 -0.18
```

=====

No. 15
The following is a quantum chemistry calculation of one molecule with the formula CH6N4S, from the Open Molecules 2025 dataset.

Summary:
DFT total energy, eV: -17928.1407
Structure (SMILES): NNC(=S)NN
Orbital gap, Ha: 0.3283
ΔE to the lowest compared entry with this formula, charge and spin, kcal/mol: 15.2

The geometry in XYZ format:
```
12
Properties=species:S:1:pos:R:3:lowdin_charge:R:1
N 1.832 0.983 0.411 0.01
N 0.844 0.142 0.879 -0.13
C -0.048 -0.356 0.008 -0.93
S -0.790 -1.787 0.378 0.59
N -0.517 0.449 -1.011 -0.10
N -0.689 1.864 -0.971 0.02
H 1.447 1.943 0.412 0.07
H 2.002 0.762 -0.584 0.09
H 1.058 -0.479 1.698 0.14
H -1.212 -0.013 -1.535 0.08
H -0.838 2.148 0.024 0.10
H 0.176 2.310 -1.269 0.06
```

=====

No. 16
The following is a quantum chemistry calculation of CH6N4S as an isolated structure, from the Open Molecules 2025 dataset.

Summary:
DFT total energy, eV: -17924.5508
Orbital gap (spin up / spin down), Ha: 0.2857 / 0.2789
ΔE to the lowest compared entry with this formula, charge and spin, kcal/mol: 98.0

The geometry in XYZ format:
```
12
Properties=species:S:1:pos:R:3:lowdin_charge:R:1
C 1.171 -0.610 1.557 -0.26
N -0.730 -0.126 -1.460 -0.44
N -0.399 -1.241 -1.294 0.11
N -0.786 0.795 -2.470 0.04
N -0.198 -0.525 1.159 -0.59
S -0.713 0.839 0.686 0.78
H 1.514 -1.614 1.334 0.07
H 1.801 0.174 1.144 0.05
H 1.097 -0.425 2.645 0.07
H -1.135 0.456 -3.429 0.13
H -1.269 1.573 -2.050 0.05
H -2.158 0.522 0.848 -0.02
```

=====

No. 17
The following is a quantum chemistry calculation of a 2-piece molecular cluster, CH6NO2 overall, from the Open Molecules 2025 dataset.

Summary:
DFT total energy, eV: -6719.0065
Total charge: -1
Orbital gap, Ha: 0.2884
ΔE to the lowest compared entry with this formula, charge and spin, kcal/mol: 19.0

The geometry in XYZ format:
```
10
Properties=species:S:1:pos:R:3:lowdin_charge:R:1
O -0.304 -2.071 1.256 -0.47
H 0.558 -2.141 1.649 -0.13
N -0.579 0.289 0.348 -0.05
C 0.216 1.061 -0.493 -0.44
O 0.755 0.340 -1.623 -0.13
H -0.425 -0.750 0.854 -0.02
H -1.574 0.451 0.277 0.02
H -0.315 1.927 -0.890 0.08
H 1.085 1.482 0.051 0.08
H 0.582 -0.589 -1.430 0.06
```

=====

No. 18
The following is a quantum chemistry calculation of a 2-piece molecular cluster, CH6NO2P overall, from the Open Molecules 2025 dataset.

Summary:
DFT total energy, eV: -16006.1809
Orbital gap, Ha: 0.3434
ΔE to the lowest compared entry with this formula, charge and spin, kcal/mol: 85.5

The geometry in XYZ format:
```
11
Properties=species:S:1:pos:R:3:lowdin_charge:R:1
C 0.400 0.582 -0.661 -0.38
N 1.298 -0.504 -0.223 -0.11
O -2.460 0.843 -0.321 -0.35
O -1.313 -1.290 0.261 -0.19
P -1.215 0.308 0.265 0.56
H 0.924 1.528 -0.513 0.07
H 0.146 0.459 -1.846 0.14
H -0.583 -1.863 0.282 0.03
H 2.352 -0.235 -0.240 0.12
H 0.976 -0.785 0.730 0.03
H -0.525 0.958 2.266 0.08
```

=====

No. 19
The following is a quantum chemistry calculation of CH6NO2P as an isolated structure, from the Open Molecules 2025 dataset.

Summary:
DFT total energy, eV: -16007.4005
Orbital gap, Ha: 0.3365
ΔE to the lowest compared entry with this formula, charge and spin, kcal/mol: 57.3

The geometry in XYZ format:
```
11
Properties=species:S:1:pos:R:3:lowdin_charge:R:1
C -1.747 0.223 -0.500 -0.35
N 1.158 -1.033 0.600 -0.17
O 2.125 1.152 -0.043 -0.30
O -0.622 0.929 -0.318 -0.42
P 1.339 -0.094 -0.722 0.93
H -1.493 -0.943 -0.332 0.08
H -2.084 0.371 -1.516 0.05
H -2.525 0.472 0.226 0.06
H 1.268 -0.700 1.532 0.05
H 0.994 -2.018 0.539 0.04
H 1.588 1.641 0.535 0.02
```

=====

No. 20
The following is a quantum chemistry calculation of one molecule with the formula CH6NO3P, from the Open Molecules 2025 dataset.

Summary:
DFT total energy, eV: -18055.4238
Structure (SMILES): NC=P(O)(O)O
Orbital gap, Ha: 0.2903
ΔE to the lowest compared entry with this formula, charge and spin, kcal/mol: 24.9

The geometry in XYZ format:
```
12
Properties=species:S:1:pos:R:3:lowdin_charge:R:1
N 1.729 0.328 -0.024 -0.09
C 0.682 -0.687 0.212 -0.35
P -0.902 -0.039 0.172 0.46
O -1.802 -1.216 -0.320 -0.18
O -0.895 0.927 -1.099 -0.15
O -1.938 0.820 1.041 -0.17
H 1.975 0.557 0.955 0.07
H 1.264 1.109 -0.493 0.04
H 0.863 -1.350 1.062 0.04
H -1.288 -2.024 -0.672 0.14
H -0.310 0.458 -1.701 0.07
H -2.908 0.616 0.765 0.13
```